# 1
Below is a molecular structure, C2H6Cl3NO2P2 at a distorted geometry, with properties calculated with ωB97M-V with the def2-TZVPD basis set.

Computed properties:
HOMO-LUMO gap (spin up / spin down): 6.97 / 6.97 eV
ΔE to the lowest compared entry with this formula, charge and spin: 172.4 kJ/mol
LUMO energy (spin up / spin down): -1.92 / -1.92 eV
Molecular weight: 244.38 g/mol
Energy: -2348.3348 hartree
HOMO level (spin up / spin down): -8.896 / -8.899 eV

Atoms and positions in Å:
C: -2.564 -1.781 0.660
C: 0.774 2.604 -0.527
N: -1.728 -1.471 -0.407
O: 2.625 0.068 1.702
O: 1.489 1.986 0.484
P: -0.234 -1.067 -0.210
P: 2.009 0.521 0.441
Cl: 0.720 -2.565 0.758
Cl: 0.427 -1.252 -2.103
Cl: 3.177 0.376 -1.140
H: -3.374 -2.290 0.246
H: -1.879 -2.517 1.270
H: -3.033 -0.947 1.151
H: 0.102 3.259 -0.059
H: 0.025 1.880 -0.949
H: 1.466 3.196 -1.317

natural (NBO) atomic charge list, values in e, 6 entries: number 1, C, carries -0.436; number 2, C, carries -0.267; number 3, N, carries -0.916; number 4, O, carries -1.015; number 5, O, carries -0.808; number 6, P, carries 1.177

# 2
Below is a molecular structure, C2H6ClMg2O at a distorted geometry, with properties calculated with ωB97M-V with the def2-TZVPD basis set.

Computed properties:
HOMO-LUMO gap: 2.94 eV
Charge: +3
ΔE to the lowest compared entry with this formula, charge and spin: 255.9 kJ/mol
LUMO energy: -15.95 eV
Molecular weight: 130.13 g/mol
Energy: -1014.1882 hartree
HOMO level: -18.892 eV

Atoms and positions in Å:
Mg: 11.571 -18.498 -15.252
Mg: 11.087 -14.625 -17.444
Cl: 11.511 -16.900 -16.886
C: 13.989 -19.294 -19.488
C: 14.660 -18.272 -18.575
O: 15.131 -18.917 -17.385
H: 13.583 -18.802 -20.377
H: 13.166 -19.818 -18.990
H: 14.697 -20.047 -19.826
H: 13.913 -17.522 -18.278
H: 15.496 -17.847 -19.126
H: 16.093 -18.934 -17.374

natural (NBO) atomic charge list, values in e, 6 entries: number 1, Mg, carries 1.909; number 2, Mg, carries 1.909; number 3, Cl, carries -0.869; number 4, C, carries -0.628; number 5, C, carries -0.056; number 6, O, carries -0.742

# 3
Below is a gas-phase ion, C2H6ClN2O (charge +1) at a distorted geometry, with properties calculated with ωB97M-V with the def2-TZVPD basis set.

Computed properties:
HOMO-LUMO gap: 10.59 eV
Charge: +1
ΔE to the lowest compared entry with this formula, charge and spin: 150.4 kJ/mol
SMILES string: [NH2+]=C(CCl)NO
LUMO energy: -4.63 eV
Molecular weight: 109.54 g/mol
Energy: -724.4460 hartree
HOMO level: -15.220 eV

Atoms and positions in Å:
N: 0.132 -0.582 1.238
C: -0.053 0.102 0.147
C: -1.084 1.148 0.025
Cl: -2.658 0.442 0.591
N: 0.709 -0.341 -1.004
O: 1.778 -1.173 -0.723
H: -0.471 -0.462 2.044
H: 0.837 -1.314 1.246
H: -1.218 1.510 -0.993
H: -0.854 1.979 0.700
H: 0.877 0.349 -1.733
H: 2.003 -1.658 -1.538

natural (NBO) atomic charge list, values in e, 6 entries: number 1, N, carries -0.674; number 2, C, carries 0.525; number 3, C, carries -0.463; number 4, Cl, carries 0.023; number 5, N, carries -0.254; number 6, O, carries -0.534

# 4
Below is 2 unconnected molecules or ions with the total composition C2H6ClN2P at a distorted geometry, with properties calculated with ωB97M-V with the def2-TZVPD basis set.

Computed properties:
HOMO-LUMO gap: 8.49 eV
ΔE to the lowest compared entry with this formula, charge and spin: 387.0 kJ/mol
SMILES string: [H]/P=N/Cl.C1CN1
LUMO energy: -0.87 eV
Molecular weight: 124.51 g/mol
Energy: -990.6896 hartree
HOMO level: -9.364 eV

Atoms and positions in Å:
H: -2.074 -1.917 0.751
P: -0.996 -2.189 -0.060
N: -1.563 -1.241 -1.115
Cl: -0.563 -1.070 -2.615
C: 0.304 0.848 -0.377
C: 1.001 0.314 0.741
N: 0.988 1.759 0.694
H: 0.740 0.879 -1.388
H: -0.797 0.642 -0.353
H: 0.515 -0.282 1.548
H: 2.019 -0.022 0.635
H: 0.424 2.280 1.538

natural (NBO) atomic charge list, values in e, 6 entries: number 1, H, carries -0.074; number 2, P, carries 0.856; number 3, N, carries -0.847; number 4, Cl, carries 0.066; number 5, C, carries -0.277; number 6, C, carries -0.283

# 5
Below is C2H6ClN2P in the gas phase at a distorted geometry, with properties calculated with ωB97M-V with the def2-TZVPD basis set.

Computed properties:
HOMO-LUMO gap: 8.31 eV
ΔE to the lowest compared entry with this formula, charge and spin: 407.0 kJ/mol
LUMO energy: -0.79 eV
Molecular weight: 124.51 g/mol
Energy: -990.6820 hartree
HOMO level: -9.100 eV

Atoms and positions in Å:
C: 1.596 1.467 0.501
C: -1.280 -0.156 -0.377
N: 1.407 -0.815 0.085
N: 1.967 0.390 0.145
P: -0.099 -1.551 0.273
Cl: 3.940 -0.159 -0.269
H: 2.128 2.329 0.771
H: -0.744 0.775 0.100
H: -2.256 -0.311 -0.021
H: -1.324 0.142 -1.454
H: 1.839 -1.326 -0.620
H: -0.392 -1.037 1.460

natural (NBO) atomic charge list, values in e, 6 entries: number 1, C, carries 0.065; number 2, C, carries -0.933; number 3, N, carries -0.718; number 4, N, carries -0.067; number 5, P, carries 0.799; number 6, Cl, carries -0.373

# 6
Below is 2 unconnected molecules or ions with the total composition C2H6ClN2S at a distorted geometry, with properties calculated with ωB97M-V with the def2-TZVPD basis set.

Computed properties:
HOMO-LUMO gap: 7.28 eV
Charge: +1
ΔE to the lowest compared entry with this formula, charge and spin: 43.5 kJ/mol
LUMO energy: -5.11 eV
Molecular weight: 125.60 g/mol
Energy: -1047.3172 hartree
HOMO level: -12.385 eV

Atoms and positions in Å:
C: -1.515 0.389 0.237
C: 3.185 -0.977 0.323
N: 1.145 0.449 -0.668
N: -2.220 0.587 -0.816
S: 1.796 -0.985 -0.526
Cl: 1.904 1.834 -0.021
H: -1.233 -0.612 0.531
H: -1.196 1.222 0.848
H: 3.678 -1.921 0.458
H: 3.599 -0.080 0.743
H: -2.538 -0.183 -1.398
H: -2.484 1.527 -1.105

natural (NBO) atomic charge list, values in e, 6 entries: number 1, C, carries 0.179; number 2, C, carries -0.693; number 3, N, carries -0.897; number 4, N, carries -0.592; number 5, S, carries 0.983; number 6, Cl, carries 0.144

# 7
Below is 2 unconnected molecules or ions with the total composition C2H6ClNS, with properties calculated with ωB97M-V with the def2-TZVPD basis set.

Computed properties:
HOMO-LUMO gap: 10.61 eV
ΔE to the lowest compared entry with this formula, charge and spin: 32.4 kJ/mol
SMILES string: [H]/N=C(/C)Cl.S
LUMO energy: 0.76 eV
Molecular weight: 111.60 g/mol
Energy: -992.9252 hartree
HOMO level: -9.856 eV

Atoms and positions in Å:
H: -1.802 -0.075 -2.031
N: -1.453 -0.632 -1.259
C: -1.214 -0.076 -0.183
C: -0.696 -0.781 1.012
Cl: -1.433 1.679 0.093
H: 0.194 -0.282 1.389
H: -1.446 -0.767 1.802
H: -0.465 -1.808 0.747
S: 3.120 0.758 -0.043
H: 1.863 1.171 -0.176
H: 3.334 0.812 -1.350

natural (NBO) atomic charge list, values in e, 6 entries: number 1, H, carries 0.367; number 2, N, carries -0.617; number 3, C, carries 0.317; number 4, C, carries -0.684; number 5, Cl, carries -0.100; number 6, H, carries 0.235

# 8
Below is 2 unconnected molecules or ions with the total composition C2H6ClO4P at a distorted geometry, with properties calculated with ωB97M-V with the def2-TZVPD basis set.

Computed properties:
HOMO-LUMO gap: 8.49 eV
ΔE to the lowest compared entry with this formula, charge and spin: 284.9 kJ/mol
LUMO energy: -0.73 eV
Molecular weight: 160.49 g/mol
Energy: -1182.2209 hartree
HOMO level: -9.222 eV

Atoms and positions in Å:
C: 2.278 -0.203 0.390
C: -2.183 -0.912 -0.257
O: 0.786 1.060 -1.747
O: 0.979 -0.782 0.103
O: -1.297 -0.390 -1.243
O: -0.634 1.527 1.138
P: 0.070 0.229 -0.763
Cl: -0.296 3.131 0.911
H: 2.746 0.070 -0.445
H: 2.680 -1.031 0.944
H: 2.095 0.688 1.018
H: -2.161 -2.101 -0.351
H: -3.329 -0.691 -0.458
H: -1.733 -0.594 0.761

natural (NBO) atomic charge list, values in e, 6 entries: number 1, C, carries -0.245; number 2, C, carries -0.288; number 3, O, carries -1.004; number 4, O, carries -0.782; number 5, O, carries -0.779; number 6, O, carries -0.808

# 9
Below is a molecular structure, C2H6ClO4PSi at a distorted geometry, with properties calculated with ωB97M-V with the def2-TZVPD basis set.

Computed properties:
HOMO-LUMO gap: 6.94 eV
Charge: -2
ΔE to the lowest compared entry with this formula, charge and spin: 216.6 kJ/mol
LUMO energy: 4.61 eV
Molecular weight: 188.58 g/mol
Energy: -1472.0294 hartree
HOMO level: -2.323 eV

Atoms and positions in Å:
C: 0.129 0.424 2.218
C: 1.171 1.138 -0.698
O: 2.833 -0.132 1.530
O: 2.301 -1.696 -2.031
O: 0.789 -1.264 0.025
O: -0.235 -1.955 -2.236
Si: 1.491 0.143 0.944
P: 0.973 -1.473 -1.479
Cl: -12.280 0.293 -2.587
H: 0.343 1.116 2.888
H: -0.896 0.375 1.735
H: 0.165 -0.504 2.711
H: 0.055 1.303 -0.727
H: 1.757 1.954 -1.010
H: 1.404 0.277 -1.282

natural (NBO) atomic charge list, values in e, 6 entries: number 1, C, carries -1.134; number 2, C, carries -1.025; number 3, O, carries -1.293; number 4, O, carries -1.062; number 5, O, carries -1.135; number 6, O, carries -1.055

# 10
Below is a molecular structure, C2H6CsO2 at a distorted geometry, with properties calculated with ωB97M-V with the def2-TZVPD basis set.

Computed properties:
HOMO-LUMO gap: 9.82 eV
Charge: +1
ΔE to the lowest compared entry with this formula, charge and spin: 41.1 kJ/mol
LUMO energy: -3.78 eV
Molecular weight: 194.97 g/mol
Energy: -250.2014 hartree
HOMO level: -13.601 eV

Atoms and positions in Å:
Cs: 1.494 -1.387 -3.422
C: 0.106 0.040 1.190
C: -0.529 -0.464 -0.094
O: 0.114 0.050 -1.299
O: -0.050 1.418 1.431
H: 1.170 -0.271 1.174
H: -0.232 -0.570 2.033
H: -1.572 -0.130 -0.166
H: -0.537 -1.552 -0.153
H: -0.142 0.980 -1.314
H: 0.177 1.886 0.622

natural (NBO) atomic charge list, values in e, 6 entries: number 1, Cs, carries 0.996; number 2, C, carries -0.103; number 3, C, carries -0.103; number 4, O, carries -0.795; number 5, O, carries -0.678; number 6, H, carries 0.161

Question: energy of number 7 (C2H6ClNS)?
Answer: -992.9252 hartree

Question: What is the formula in the fourth record?
Answer: C2H6ClN2P

Question: What is the ΔE to the lowest compared entry with this formula, charge and spin in the second record?
Answer: 255.9 kJ/mol

Question: Which formula does entry 1 have?
Answer: C2H6Cl3NO2P2